Computed, not measured: the molecule C4H11NO, with ωB97M-V with the def2-TZVPD basis set.

Computed properties:
HOMO energy	-9.45	eV
Kohn-Sham gap	0.382	Ha
LUMO energy	0.945	eV
SMILES string	C[C@H](N)[C@@H](C)O

```
17
Properties=species:S:1:pos:R:3:lowdin_charge:R:1
C 0.064 -0.011 1.007 -0.393
H -1.661 1.220 0.598 0.066
H -0.549 1.277 -1.626 0.058
C 0.643 -0.110 -0.405 -0.408
C -0.820 1.235 1.286 -0.031
H -1.563 -0.178 -1.361 0.076
H 0.714 -1.994 -1.146 0.077
H 2.022 -1.204 -1.352 0.074
H 0.044 -1.679 1.922 0.072
H -0.083 -0.025 -2.453 0.080
H -1.101 1.176 2.341 0.081
O -0.545 -1.317 1.268 -0.051
C -0.542 0.203 -1.446 -0.073
H 1.287 0.717 -0.731 0.134
N 1.318 -1.358 -0.631 0.028
H -0.140 2.045 1.040 0.081
H 0.911 0.003 1.687 0.127
```